Molecular formula: C16H31N2O4Si
Method: DFT, ωB97M-V/def2-TZVPD

**Charge**: +1
**Electronic energy**: -1327.55884 a.u.
**Kohn-Sham gap**: 6.783 eV
**E_HOMO**: -11.318 eV
**Multiplicity**: 1
**F_max**: 9.9 eV/A
**LUMO level**: -4.54 eV

XYZ file:
```
54
Properties=species:S:1:pos:R:3:forces:R:3
C -2.752 4.664 -4.167 2.3 -0.4 9.6
C -2.507 4.530 -2.767 0.4 0.1 -7.9
C -1.639 4.238 -1.367 0.0 1.0 -1.6
N -1.726 3.072 -0.399 3.8 5.4 -0.4
C -0.640 3.345 0.664 0.3 3.8 -2.4
C -0.236 2.366 1.960 1.0 0.6 -1.6
C 1.014 1.421 1.370 -1.9 0.4 1.1
O 2.043 2.366 0.942 -0.8 -2.6 -0.7
Si 3.069 1.797 -0.342 2.0 1.0 -0.8
C 2.297 0.564 -1.592 -1.2 -0.6 -0.3
C 4.798 1.136 0.319 -0.3 0.0 0.1
C 3.543 3.391 -1.392 -1.2 0.7 -0.4
C 0.065 4.792 0.213 -2.9 -4.3 0.2
N -0.596 5.289 -1.053 -1.4 -6.5 4.2
H -2.901 5.010 -5.300 0.1 -1.0 3.2
H -2.383 2.237 -0.458 1.1 1.7 -0.2
H -1.144 1.731 2.335 1.7 1.4 -0.8
H 0.244 3.054 2.787 -1.3 -1.3 -1.7
H 1.313 0.707 2.254 -0.2 1.4 -1.7
H 0.526 0.771 0.531 1.3 1.2 1.2
H 1.504 1.142 -2.246 1.5 -1.2 1.2
H 1.718 -0.304 -1.042 1.3 1.4 -1.4
H 3.130 0.142 -2.312 -1.7 0.8 1.6
H 5.483 0.942 -0.632 -1.4 0.3 2.1
H 5.287 1.982 0.987 -0.9 -2.0 -1.3
H 4.583 0.145 0.922 0.9 2.0 -1.1
H 3.311 3.185 -2.545 0.8 0.5 2.5
H 2.759 4.236 -1.081 1.9 -1.5 -0.6
H 4.641 3.748 -1.202 -2.2 -0.6 -0.5
H 0.959 5.229 0.853 -2.2 -0.7 -1.9
H -0.299 6.161 -1.543 -0.9 -1.3 0.2
C -3.916 -5.001 -1.015 0.2 0.0 0.3
O -2.713 -4.737 -0.311 0.1 0.3 -0.2
C -1.598 -4.575 -1.191 -0.1 -0.1 0.7
C -0.434 -3.904 -0.459 -0.1 0.0 -0.4
O -0.577 -2.480 -0.377 -0.3 0.0 0.4
C -1.530 -2.010 0.585 0.5 -0.1 0.0
C -1.019 -2.112 2.025 -0.5 -0.8 -0.1
O -1.188 -3.442 2.519 0.3 0.4 -0.2
C -0.417 -3.680 3.685 -0.2 -0.1 -0.2
H -3.822 -5.917 -1.606 -0.1 0.0 -0.1
H -4.719 -5.132 -0.286 0.2 0.0 0.0
H -4.170 -4.156 -1.663 0.0 -0.1 -0.2
H -1.889 -3.966 -2.056 0.1 0.0 0.0
H -1.295 -5.570 -1.530 0.1 0.0 -0.2
H 0.475 -4.070 -1.047 -0.2 0.1 0.0
H -0.261 -4.342 0.526 -0.3 0.0 0.0
H -2.497 -2.500 0.456 0.1 -0.2 0.2
H -1.676 -0.949 0.353 0.1 0.0 0.0
H -1.600 -1.442 2.668 0.0 0.3 0.1
H 0.038 -1.827 2.061 0.1 0.1 -0.1
H 0.650 -3.582 3.461 0.0 0.1 0.1
H -0.606 -4.704 4.018 -0.1 0.2 -0.1
H -0.702 -2.989 4.484 0.1 0.0 0.1
```
Positions in Å, forces in eV/Å.